(1)
{"formula": "C3H12BClO4P", "method": "ωB97M-V/def2-TZVPD", "gap_ev": 8.32, "total_charge": -1, "total_energy_ha": -1249.0628, "elements": ["O", "P", "O", "O", "C", "B", "Cl", "H", "H", "H", "H", "H", "H", "C", "C", "O", "H", "H", "H", "H", "H", "H"], "coordinates": [[0.1943, -1.9641, -0.7196], [-1.2526, -1.8043, -0.4633], [-2.1390, -2.7597, -1.4166], [-1.6123, -2.3741, 1.0233], [-1.9721, -0.2084, -0.5616], [-1.3807, 0.6912, -1.8309], [-1.3457, -0.3236, -3.4826], [-1.5532, -3.0589, -2.1216], [-1.1392, -3.2124, 1.0906], [-3.0537, -0.2936, -0.6927], [-1.7772, 0.3230, 0.3731], [-0.2601, 1.0661, -1.6227], [-2.1523, 1.6067, -2.0354], [2.7797, 1.0904, 2.0110], [1.6120, 1.7472, 1.2924], [1.8015, 1.8125, -0.1067], [3.7052, 1.6296, 1.8013], [2.6201, 1.0732, 3.0918], [2.9065, 0.0613, 1.6684], [1.4918, 2.7778, 1.6293], [0.6830, 1.2098, 1.5173], [1.8441, 0.9103, -0.4448]], "mulliken_charge": [-0.70, 0.81, -0.48, -0.55, -0.57, 0.20, -0.44, 0.32, 0.30, 0.26, 0.28, -0.21, -0.21, -1.02, -0.11, -0.51, 0.25, 0.33, 0.31, 0.31, 0.12, 0.30]}

(2)
{"formula": "C5H12N2", "method": "ωB97M-V/def2-TZVPD", "gap_ev": 9.22, "total_charge": 2, "total_energy_ha": -306.4682, "smiles": "C=[NH+]C(=C)CC[NH3+]", "elements": ["C", "C", "C", "C", "C", "N", "N", "H", "H", "H", "H", "H", "H", "H", "H", "H", "H", "H", "H"], "coordinates": [[-0.5570, -0.8591, -1.3799], [-0.6416, -0.4758, 0.1033], [0.6669, 0.2072, 0.5822], [1.5922, 0.8228, -0.1570], [0.5341, 0.5739, 2.9780], [1.0769, -0.0997, 2.0458], [-1.5547, -0.2712, -2.3377], [-0.5153, -1.8763, -1.4245], [0.3991, -0.4606, -1.7637], [-1.4565, 0.2098, 0.3203], [-0.6633, -1.2619, 0.9047], [1.4073, 1.1772, -1.1544], [2.5645, 1.2801, 0.1882], [-0.5458, 0.3462, 2.9768], [1.0374, 1.3199, 3.6129], [2.0390, -0.3480, 2.0381], [-1.3104, -0.4922, -3.3670], [-1.6093, 0.7776, -2.0970], [-2.4632, -0.5698, -2.0692]], "mulliken_charge": [-0.93, -0.41, 0.58, -0.97, -0.11, -0.10, -0.30, 0.39, 0.45, 0.38, 0.36, 0.30, 0.30, 0.28, 0.33, 0.32, 0.40, 0.40, 0.34]}

(3)
{"formula": "C10H16", "method": "ωB97M-V/def2-TZVPD", "gap_ev": 10.01, "total_charge": 0, "total_energy_ha": -390.6265, "smiles": "Cc1ccccc1.CCC", "elements": ["C", "C", "C", "H", "H", "H", "H", "H", "H", "H", "H", "C", "C", "C", "C", "C", "C", "C", "H", "H", "H", "H", "H", "H", "H", "H"], "coordinates": [[1.4258, -2.8582, 0.1617], [2.6507, -1.9259, 0.0962], [0.1227, -2.0703, 0.2807], [1.4625, -3.4718, -0.7407], [1.5429, -3.4886, 1.0386], [2.7972, -1.2549, 0.9429], [0.0563, -1.6450, 1.2756], [2.5847, -1.3075, -0.7985], [3.5413, -2.5378, -0.0574], [0.0750, -1.2669, -0.4664], [-0.7663, -2.6544, 0.0172], [-2.8358, 1.1405, 1.0799], [-0.5662, 2.1276, -1.8307], [0.6754, 2.1307, -1.2105], [-1.7100, 1.7878, -1.1171], [-1.6436, 1.4993, 0.2425], [0.7783, 1.8120, 0.1391], [-0.3703, 1.4861, 0.8319], [-0.6565, 2.3411, -2.8829], [1.5002, 2.3939, -1.8474], [-2.7027, 1.7261, -1.5560], [1.7602, 1.7629, 0.5709], [-2.8682, 0.0641, 1.2178], [-3.7872, 1.4623, 0.6610], [-0.2955, 1.1866, 1.8724], [-2.7709, 1.5601, 2.0792]], "mulliken_charge": [-0.29, -1.11, -0.88, 0.29, 0.28, 0.30, 0.25, 0.29, 0.34, 0.17, 0.36, -1.42, -0.54, -0.44, -0.39, 0.76, -0.59, -0.29, 0.37, 0.37, 0.35, 0.44, 0.26, 0.39, 0.35, 0.36]}

(4)
{"formula": "C2H3Li2O2Tl", "method": "ωB97M-V/def2-TZVPD", "spin_multiplicity": 2, "gap_ev": [8.52, 8.42], "s2": 0.75, "total_charge": 1, "total_energy_ha": -415.8031, "elements": ["O", "C", "C", "O", "Li", "H", "H", "H", "Li", "Tl"], "coordinates": [[0.0008, 1.2242, 3.1050], [-0.6284, -2.0636, 0.2476], [-1.3172, -0.9030, 0.4028], [-0.6735, 0.2684, 0.3806], [-1.5293, 1.0375, 2.0321], [-1.1708, -3.0094, 0.2490], [0.4250, -2.1080, -0.0578], [-2.4093, -0.8872, 0.5078], [0.6075, -0.1539, 2.0027], [-0.2962, 1.6184, -1.4655]], "mulliken_spin": [1.01, 0.00, 0.00, -0.01, 0.00, 0.00, 0.00, 0.00, 0.00, 0.00]}

(5)
{"formula": "C51H47ClFIN14O7Rb", "method": "ωB97M-V/def2-TZVPD", "gap_ev": 3.15, "total_charge": -1, "total_energy_ha": -4146.6730, "elements": ["Rb", "C", "C", "C", "C", "C", "C", "C", "N", "N", "C", "C", "C", "C", "C", "C", "N", "C", "C", "C", "C", "C", "C", "N", "H", "H", "H", "H", "H", "H", "H", "H", "H", "H", "H", "H", "H", "H", "H", "H", "H", "H", "H", "H", "F", "C", "C", "C", "C", "O", "C", "C", "N", "C", "C", "C", "C", "C", "C", "N", "C", "C", "N", "C", "C", "C", "O", "O", "H", "H", "H", "H", "H", "H", "H", "H", "H", "H", "H", "H", "H", "H", "H", "H", "H", "H", "Cl", "C", "C", "C", "I", "C", "O", "C", "N", "C", "C", "C", "C", "H", "H", "H", "H", "N", "C", "N", "C", "N", "C", "C", "N", "C", "C", "N", "H", "H", "H", "H", "H", "O", "N", "O", "O"], "coordinates": [[0.1218, -1.1153, 0.3044], [-2.0108, 1.0873, -3.1210], [-2.0779, 1.9011, -1.8319], [-1.1248, 3.0676, -1.7537], [-1.2501, 3.9701, -0.6929], [-0.3005, 4.9544, -0.5242], [0.7516, 5.0325, -1.4299], [0.7797, 4.1158, -2.4634], [-0.1295, 3.1562, -2.6314], [-2.2593, -0.3140, -2.8344], [-1.5097, -1.2790, -3.6155], [-0.0306, -0.9894, -3.7014], [0.6845, -1.3760, -4.8321], [2.0386, -1.1099, -4.8936], [2.6340, -0.4271, -3.8456], [1.8400, -0.0564, -2.7712], [0.5441, -0.3474, -2.6910], [-3.6708, -0.6567, -2.7326], [-4.1625, -0.9386, -1.3326], [-5.1313, -0.1528, -0.7250], [-5.5514, -0.4770, 0.5543], [-4.9609, -1.5524, 1.1935], [-3.9854, -2.2668, 0.5107], [-3.6087, -1.9910, -0.7307], [-1.0138, 1.2041, -3.5309], [-2.7164, 1.4821, -3.8749], [-1.8359, 1.2339, -1.0019], [-3.0886, 2.2596, -1.6146], [-2.0653, 3.8485, 0.0096], [-0.3646, 5.6424, 0.3101], [1.5308, 5.7770, -1.3317], [1.5819, 4.1388, -3.1947], [-1.8932, -1.3859, -4.6493], [-1.6158, -2.2525, -3.1228], [0.1748, -1.8762, -5.6459], [2.6173, -1.4100, -5.7602], [3.6862, -0.1702, -3.8614], [2.2486, 0.4991, -1.9336], [-3.8650, -1.5612, -3.3213], [-4.2810, 0.1444, -3.1701], [-5.5241, 0.7180, -1.2333], [-6.2840, 0.1364, 1.0640], [-5.2229, -1.8167, 2.2095], [-3.4844, -3.1064, 0.9825], [4.8335, -3.7196, -3.2089], [5.2147, -3.1541, -2.0284], [4.3134, -2.4678, -1.2660], [4.7077, -1.9707, -0.0264], [3.6990, -1.1828, 0.7295], [2.6644, -0.8448, 0.1895], [4.0936, -0.8094, 2.0692], [5.3528, -1.0604, 2.4578], [6.3278, -1.7330, 1.7316], [7.5642, -1.9489, 2.4438], [8.4417, -3.1589, 2.3648], [8.9441, -1.8104, 1.8775], [6.0072, -2.1999, 0.4689], [6.9219, -2.8522, -0.3744], [6.5271, -3.3316, -1.6090], [7.4851, -4.0507, -2.3995], [7.5455, -5.4660, -2.1151], [8.8557, -6.0283, -2.6287], [8.9453, -5.7304, -4.1049], [8.8254, -4.2519, -4.3871], [7.4981, -3.7903, -3.8204], [3.1462, -0.1204, 3.0795], [3.7161, 0.6523, 3.8742], [1.9570, -0.4679, 3.0033], [3.2753, -2.3732, -1.5789], [5.6642, -0.6968, 3.4282], [7.4563, -1.5538, 3.4428], [8.2099, -3.9222, 1.6399], [8.8291, -3.5433, 3.2979], [9.0621, -1.6429, 0.8175], [9.6695, -1.2891, 2.4862], [7.9602, -2.9697, -0.1177], [6.7038, -6.0192, -2.5715], [7.4898, -5.6272, -1.0395], [8.9339, -7.1071, -2.5063], [9.7037, -5.5292, -2.1618], [8.1636, -6.2010, -4.5712], [9.8056, -6.1095, -4.5001], [8.8957, -4.1199, -5.4654], [9.6638, -3.7701, -3.8864], [6.6816, -4.2973, -4.3586], [7.3801, -2.7226, -4.0020], [-4.9612, 0.3672, 6.6868], [-4.2862, 0.5293, 5.0741], [-4.7879, 1.4812, 4.2359], [-4.2637, 1.6374, 2.9502], [-5.0721, 3.1105, 1.7060], [-3.2194, 0.8528, 2.4127], [-2.7312, 1.0056, 1.2707], [-2.7187, -0.1778, 3.3400], [-1.7504, -0.9909, 2.8634], [-1.2299, -1.8957, 3.6514], [-1.6482, -2.0932, 4.9792], [-2.6546, -1.3154, 5.4707], [-3.2330, -0.3209, 4.6520], [-5.5925, 2.1201, 4.5741], [-0.4292, -2.5005, 3.2372], [-1.1719, -2.8480, 5.5907], [-3.0122, -1.4397, 6.4844], [0.2447, 3.4963, 2.1267], [-0.1088, 2.4099, 1.4234], [0.8637, 2.0796, 0.6031], [1.8072, 3.0195, 0.8573], [1.4744, 3.9079, 1.7757], [3.1257, 3.0723, 0.2048], [4.0345, 4.0884, 0.5268], [5.2334, 4.1671, -0.0270], [5.5379, 3.2127, -0.9077], [4.6402, 2.2141, -1.2334], [3.4312, 2.1427, -0.6899], [-0.2648, 3.9664, 2.8560], [-1.0618, 1.9008, 1.5165], [3.7638, 4.8420, 1.2543], [6.5213, 3.2543, -1.3617], [4.8939, 1.4457, -1.9569], [1.4140, -3.6114, 0.0478], [0.8007, -3.4036, -1.0149], [1.4338, -3.2362, -2.0764], [-0.4417, -3.3380, -1.0198]], "mulliken_charge": [0.08, -1.62, 1.11, -0.21, -0.25, -0.29, -0.46, -0.51, -0.35, 1.25, -1.51, 1.03, -1.08, -1.07, -0.61, -0.39, 1.15, -1.52, 0.62, -0.61, -0.43, -0.31, -0.22, -0.39, 0.77, 0.21, -0.55, 0.39, 0.28, 0.38, 0.40, 0.41, 0.33, 0.52, 0.46, 0.35, 0.51, 0.27, 0.49, 0.32, 0.30, 0.50, 0.39, 0.43, -0.45, 0.16, -0.17, 0.75, -0.27, 0.66, -0.56, 0.03, 0.24, -0.13, -0.57, -0.51, 0.02, -0.19, -1.97, 0.40, -0.49, -0.79, -0.16, -0.95, -0.46, 0.06, -0.84, -0.56, 0.69, 0.45, 0.45, 0.16, 0.29, 0.15, 0.31, 0.59, 0.27, 0.44, 0.40, 0.37, 0.41, 0.35, 0.43, 0.36, 0.38, 0.49, -0.33, 0.64, -0.50, 0.03, -0.09, 0.23, -0.76, -0.58, 0.90, -0.23, -0.91, -1.02, 0.28, 0.42, 0.23, 0.42, 0.38, 0.64, -0.84, 0.96, 0.73, -1.04, -0.47, -0.27, -0.71, -0.52, -0.43, 0.39, 0.19, 0.20, 0.54, 0.41, 0.21, -0.57, 0.88, -0.68, -0.53]}

(6)
{"formula": "C2H2O4", "method": "ωB97M-V/def2-TZVPD", "gap_ev": 10.73, "total_charge": 0, "total_energy_ha": -378.3867, "smiles": "O=C(O)C(=O)O", "elements": ["C", "C", "H", "H", "O", "O", "O", "O"], "coordinates": [[-0.5519, 0.0815, 0.0130], [0.9541, -0.2660, -0.0515], [-2.2541, -0.9056, 0.1104], [1.0356, 1.5595, -0.1258], [-1.2355, -1.0893, -0.0721], [-0.9660, 1.2053, 0.0677], [1.6783, 0.8305, -0.0240], [1.3395, -1.4160, 0.0822]], "mulliken_charge": [0.67, 0.46, 0.39, 0.38, -0.41, -0.55, -0.45, -0.50]}

(7)
{"formula": "C4H13NO2", "method": "ωB97M-V/def2-TZVPD", "gap_ev": 10.32, "total_charge": 0, "total_energy_ha": -365.4321, "smiles": "C1CCNC1.O.O", "elements": ["N", "C", "C", "C", "C", "H", "H", "H", "H", "H", "H", "H", "H", "H", "H", "H", "O", "H", "H", "O"], "coordinates": [[1.1786, -0.8972, 0.4039], [1.3243, -0.3531, -0.9611], [0.7255, 1.0792, -0.9055], [0.4780, 1.3515, 0.5911], [1.2231, 0.2394, 1.3436], [1.9437, -1.5438, 0.6027], [0.8201, -1.0144, -1.7121], [2.3877, -0.2700, -1.2387], [-0.2664, 1.1251, -1.4472], [1.4032, 1.7976, -1.3973], [-0.6331, 1.2496, 0.8087], [0.8248, 2.3700, 0.9369], [0.7726, -0.0307, 2.3059], [2.3232, 0.5390, 1.5052], [-0.4878, -1.4057, 0.3419], [-1.5232, -2.6908, 0.3258], [-1.4368, -1.7213, 0.2404], [-2.2102, -0.1843, -0.3914], [-3.5384, 0.5245, -0.8515], [-2.6347, 0.7104, -0.6185]], "mulliken_charge": [-0.50, -0.64, -0.39, -0.41, -0.61, 0.24, 0.27, 0.37, 0.18, 0.34, 0.16, 0.34, 0.32, 0.34, 0.42, 0.27, -0.73, 0.39, 0.30, -0.66]}